Record 1
Molecular formula: CH3N2O
Method: DFT, ωB97M-V/def2-TZVPD

The geometry in XYZ format:
```
7
Properties=species:S:1:pos:R:3:forces:R:3:nbo_charge:R:1
C -1.503 0.255 0.037 -0.096 -2.094 -1.182 0.342
N 2.164 -0.176 -0.006 -0.576 -0.604 0.213 -0.102
N 1.275 0.476 -0.108 0.980 0.833 -0.104 0.392
O -0.536 -0.464 -0.093 0.605 0.086 0.471 -0.474
H -2.409 -0.277 -0.112 -1.537 -0.200 0.279 0.167
H -1.555 1.303 0.111 0.635 1.670 0.468 0.164
H 2.564 -1.118 0.170 -0.011 0.308 -0.146 0.510
```
Positions in Å, forces in eV/Å.

HOMO-LUMO gap (alpha / beta) ... 9.3 / 9.3 eV
Total charge ... +1
Energy above the lowest of the compared OMol25 structures with the same formula, charge and spin ... 53.3 kcal/mol
LUMO level (alpha / beta) ... -6.25 / -6.25 eV
Highest occupied orbital energy (alpha / beta) ... -0.573 / -0.573 hartree

=====

Record 2
Molecular formula: CH3N2O
Method: DFT, ωB97M-V/def2-TZVPD

The geometry in XYZ format:
```
7
Properties=species:S:1:pos:R:3:forces:R:3:nbo_charge:R:1
C -0.578 0.000 -0.108 6.044 -3.507 -2.343 0.025
N -3.006 -0.258 -0.018 0.942 0.096 -0.199 0.406
N -1.915 -0.134 -0.074 -4.026 -0.004 0.121 0.114
O -0.108 1.250 -0.181 -0.673 0.462 -0.373 -0.637
H -0.100 -0.954 -1.245 -1.710 2.732 2.619 0.272
H -0.143 -0.672 0.653 -0.455 0.439 0.108 0.286
H 0.645 1.423 0.404 -0.121 -0.218 0.067 0.535
```
Positions in Å, forces in eV/Å.

HOMO-LUMO gap ... 10.2 eV
Total charge ... +1
Energy above the lowest of the compared OMol25 structures with the same formula, charge and spin ... 65.2 kcal/mol
LUMO level ... -6.65 eV
Highest occupied orbital energy ... -0.619 hartree

=====

Record 3
Molecular formula: CH3N2O2S
Method: DFT, ωB97M-V/def2-TZVPD

The geometry in XYZ format:
```
9
Properties=species:S:1:pos:R:3:forces:R:3:nbo_charge:R:1
C -0.011 0.224 0.472 -3.773 0.666 1.796 -0.909
N 2.864 0.274 -0.201 1.864 -5.373 -2.122 0.020
N 3.174 -0.743 -0.595 -1.602 5.378 2.071 -0.025
O -2.257 1.049 -0.982 0.301 -0.323 -1.058 -1.056
O -2.023 -1.464 -0.357 0.290 0.882 -0.741 -1.063
S -1.992 -0.006 0.024 0.201 -0.210 2.248 1.415
H 0.198 1.210 0.053 0.413 -0.346 0.365 0.211
H -0.211 0.110 1.612 1.140 0.396 -1.984 0.198
H 0.258 -0.654 -0.025 1.166 -1.069 -0.575 0.209
```
Positions in Å, forces in eV/Å.

HOMO-LUMO gap ... 6.8 eV
Total charge ... -1
Energy above the lowest of the compared OMol25 structures with the same formula, charge and spin ... 13.1 kcal/mol
LUMO level ... 4.33 eV
Highest occupied orbital energy ... -0.091 hartree

=====

Record 4
Molecular formula: CH3N2O2S
Method: DFT, ωB97M-V/def2-TZVPD

The geometry in XYZ format:
```
9
Properties=species:S:1:pos:R:3:forces:R:3:nbo_charge:R:1
C -0.112 0.364 -0.041 0.621 -3.803 -1.359 -0.112
N 0.625 0.960 -1.033 2.333 0.731 -0.876 -0.512
N 0.087 -0.344 -1.540 -1.847 2.173 2.322 -0.530
O -0.194 0.264 2.562 0.191 -0.989 -0.605 -1.040
O -0.551 -1.973 1.291 1.537 2.684 0.567 -1.026
S 0.343 -0.725 1.553 -1.620 -0.507 -0.883 1.417
H -1.064 0.761 0.017 -2.335 0.339 0.729 0.152
H 0.071 1.728 -1.431 0.303 -0.614 -0.207 0.327
H 0.796 -1.036 -1.378 0.817 -0.015 0.312 0.325
```
Positions in Å, forces in eV/Å.

HOMO-LUMO gap ... 7.7 eV
Total charge ... -1
Energy above the lowest of the compared OMol25 structures with the same formula, charge and spin ... 76.5 kcal/mol
LUMO level ... 4.18 eV
Highest occupied orbital energy ... -0.131 hartree

=====

Record 5
Molecular formula: CH3N2O2S
Method: DFT, ωB97M-V/def2-TZVPD

The geometry in XYZ format:
```
9
Properties=species:S:1:pos:R:3:forces:R:3:nbo_charge:R:1
C -1.557 -1.926 0.174 -4.417 -2.510 2.244 0.158
N -0.700 -1.367 -0.283 2.845 1.634 -1.214 -0.436
N 1.348 0.908 -0.027 2.735 -2.238 2.058 -0.948
O 2.792 -0.929 1.231 0.106 0.506 1.346 -0.682
O 2.634 -0.776 -1.234 0.731 -0.323 -1.567 -0.710
S 2.392 -0.325 0.050 -3.160 1.660 -0.512 2.405
H -2.460 -2.440 0.643 1.790 0.908 -0.961 0.280
H 0.888 1.384 0.724 0.070 -0.033 0.871 0.474
H 1.057 1.075 -0.936 -0.700 0.395 -2.264 0.459
```
Positions in Å, forces in eV/Å.

HOMO-LUMO gap ... 10.2 eV
Total charge ... +1
Energy above the lowest of the compared OMol25 structures with the same formula, charge and spin ... 54.9 kcal/mol
LUMO level ... -6.77 eV
Highest occupied orbital energy ... -0.623 hartree

=====

Record 6
Molecular formula: CH3N2O3S
Method: DFT, ωB97M-V/def2-TZVPD

The geometry in XYZ format:
```
10
Properties=species:S:1:pos:R:3:forces:R:3:nbo_charge:R:1
C 0.905 0.861 -0.066 -0.724 -1.326 1.072 -0.316
N -0.134 0.085 -0.003 -2.596 -3.158 -1.425 -0.237
N -1.565 -0.085 0.090 3.130 3.051 0.502 -0.684
O 2.996 0.366 1.228 0.105 0.055 0.944 -1.019
O 2.008 -1.472 -0.014 -0.647 -1.177 -0.392 -1.014
O 3.214 0.374 -1.176 -1.314 -0.923 1.104 -1.016
S 2.406 -0.085 -0.009 2.923 2.148 -1.963 2.356
H 1.143 1.719 0.474 -0.656 2.194 0.249 0.210
H 0.361 -0.821 -0.195 -1.090 -0.216 -0.011 0.416
H -1.773 -1.004 -0.266 0.869 -0.648 -0.079 0.302
```
Positions in Å, forces in eV/Å.

HOMO-LUMO gap (alpha / beta) ... 8.6 / 8.6 eV
Total charge ... -1
Energy above the lowest of the compared OMol25 structures with the same formula, charge and spin ... 69.1 kcal/mol
LUMO level (alpha / beta) ... 4.08 / 4.08 eV
Highest occupied orbital energy (alpha / beta) ... -0.166 / -0.166 hartree

=====

Record 7
Molecular formula: CH3N2O4
Method: DFT, ωB97M-V/def2-TZVPD

The geometry in XYZ format:
```
10
Properties=species:S:1:pos:R:3:forces:R:3:nbo_charge:R:1
C -1.323 0.067 0.499 -2.197 0.075 0.908 0.657
N 0.907 0.214 -0.978 -0.328 -0.214 -1.556 -0.662
N 1.801 0.033 -0.076 -1.534 1.176 -1.261 0.573
O 2.700 -0.786 -0.271 0.904 -0.607 0.486 -0.557
O 1.701 0.754 0.943 0.905 0.116 2.047 -0.633
O -1.251 -1.033 -0.160 -0.078 -3.298 -1.166 -0.656
O -2.010 0.971 0.110 -0.024 1.543 0.155 -0.645
H -0.993 -0.109 1.525 0.844 0.629 -0.063 0.135
H -1.795 -1.033 -0.979 0.692 0.597 0.568 0.489
H 0.263 0.923 -0.613 0.816 -0.017 -0.118 0.300
```
Positions in Å, forces in eV/Å.

HOMO-LUMO gap ... 7.6 eV
Total charge ... -1
Energy above the lowest of the compared OMol25 structures with the same formula, charge and spin ... 32.4 kcal/mol
LUMO level ... 3.63 eV
Highest occupied orbital energy ... -0.145 hartree

=====

Record 8
Molecular formula: CH3N2OP
Method: DFT, ωB97M-V/def2-TZVPD

The geometry in XYZ format:
```
8
Properties=species:S:1:pos:R:3:forces:R:3:nbo_charge:R:1
C -0.617 -1.312 -0.457 2.506 0.824 -3.968 -0.465
N -1.732 -1.223 0.127 -3.776 1.069 3.344 0.036
N -2.688 -1.109 0.779 2.749 -0.673 -2.144 -0.033
O 2.222 1.050 1.072 0.483 -0.835 0.658 -0.942
P 1.291 1.708 0.151 -0.699 -0.164 -0.390 1.127
H -0.660 -1.301 -1.631 -0.155 -0.467 2.457 0.224
H 0.307 -0.784 -0.099 -1.357 -0.922 0.324 0.231
H 1.876 2.972 0.057 0.249 1.168 -0.281 -0.178
```
Positions in Å, forces in eV/Å.

HOMO-LUMO gap ... 7.6 eV
Total charge ... 0
Energy above the lowest of the compared OMol25 structures with the same formula, charge and spin ... 85.8 kcal/mol
LUMO level ... -1.25 eV
Highest occupied orbital energy ... -0.324 hartree

=====

- Among the records above, which one has the lowest energy above the lowest of the compared OMol25 structures with the same formula, charge and spin?
  number 3